No. 1
{"formula": "CH8N2P", "method": "the ωB97M-V functional and the def2-TZVPD basis", "homo_ha": [-0.4636, -0.5451], "spin_multiplicity": 3, "energy_ha": -493.36104, "max_force_ev_per_a": 4.0, "relative_energy_ev": 0.000, "orbital_gap_ha": [0.3399, 0.2661], "charge": 1, "elements": ["C", "N", "N", "P", "H", "H", "H", "H", "H", "H", "H", "H"], "positions_angstrom": [[-1.265, 0.331, 0.397], [1.043, -0.416, 1.911], [0.154, 0.318, -1.679], [-0.499, -0.823, 1.361], [-1.927, -0.073, -0.227], [-1.539, 1.311, 0.641], [1.694, -1.168, 2.179], [1.068, 0.109, 2.764], [0.013, 1.285, -1.615], [1.162, 0.114, -1.670], [-0.006, -0.111, -2.581], [-0.208, -1.879, 0.540]], "atomic_forces_ev_per_a": [[1.0330, 1.8114, 1.0069], [-0.2008, -0.8030, 0.4615], [1.9016, -2.5144, -0.0224], [1.9009, -0.9796, 1.5957], [-2.3954, -1.8224, -2.6807], [0.1820, 1.3776, 0.7272], [-0.4367, -0.2181, -0.9177], [-0.2805, 1.2861, 0.2682], [-0.2316, 1.5013, -0.5132], [-0.2205, 0.5621, 0.8910], [-1.2499, 0.4729, -0.3099], [-0.0021, -0.6740, -0.5065]]}

=====

No. 2
{"formula": "H27O14", "method": "the ωB97M-V functional and the def2-TZVPD basis", "homo_ha": -0.2459, "spin_multiplicity": 1, "energy_ha": -1069.59720, "max_force_ev_per_a": 3.7, "relative_energy_ev": 2.445, "orbital_gap_ha": 0.3282, "charge": -1, "elements": ["O", "H", "O", "H", "H", "O", "H", "H", "O", "H", "H", "O", "H", "H", "O", "H", "H", "O", "H", "H", "O", "H", "H", "O", "H", "H", "O", "H", "H", "O", "H", "H", "O", "H", "H", "O", "H", "H", "O", "H", "H"], "positions_angstrom": [[1.057, -0.488, 0.081], [0.675, 1.116, 0.761], [-2.245, -0.419, 3.028], [0.732, -1.049, 0.782], [0.864, 0.594, -1.252], [2.712, -2.741, 2.756], [1.217, 1.877, -2.134], [0.833, -1.464, -1.240], [0.249, -1.977, -1.900], [-0.245, -3.312, 0.392], [0.510, -2.894, -1.784], [-0.034, -3.976, 1.066], [-3.198, -1.758, -1.493], [-2.166, -1.368, 3.139], [-3.262, 0.251, -0.154], [-0.739, 1.771, 0.258], [-1.471, 3.740, 1.501], [-2.588, -2.072, -2.172], [-4.199, 1.338, -1.680], [-3.357, 0.618, 0.735], [0.510, 1.415, -1.673], [1.757, -2.808, 2.884], [2.958, 0.909, -2.241], [-4.559, 1.122, -2.551], [-4.057, 0.308, -2.705], [2.565, -2.532, 1.824], [3.606, -0.340, -0.546], [2.752, -0.589, -0.101], [4.324, -0.776, -0.127], [-1.688, 4.038, 2.396], [-1.726, -1.865, -1.758], [4.286, 1.299, -1.881], [0.056, 1.861, 0.746], [1.832, 2.925, 0.774], [-0.840, 4.476, 2.553], [3.587, 1.605, -2.472], [-0.635, -4.655, 0.814], [-2.621, 0.854, -0.551], [2.742, 2.924, 0.435], [-2.936, -0.077, 3.597], [2.743, 2.123, -0.105]], "atomic_forces_ev_per_a": [[1.1255, -0.4613, 0.0312], [-0.8300, -0.9743, -0.8735], [0.2073, 0.3866, -0.4127], [-0.3010, -0.0666, 0.2602], [-0.3586, 0.7271, -0.1029], [-1.0324, 0.1293, -0.7413], [0.0113, -0.0841, 0.0898], [-0.9600, -0.1247, -0.1397], [0.4954, -0.0330, 0.5054], [0.2947, 0.2794, 0.1725], [0.1037, -0.0957, -0.2347], [0.3720, 1.0846, -0.2049], [-0.1247, -0.0311, -0.1195], [-0.2529, -0.0365, 0.1884], [0.0157, 0.5727, 0.1937], [-0.0802, -0.9697, -0.9159], [-0.3909, -0.4737, 0.0596], [-0.0474, 0.2285, 0.6988], [-0.4718, 0.1355, -0.0016], [0.0531, -0.3680, 0.1035], [0.0960, -0.4414, -0.9385], [-0.1227, -0.3456, 1.1485], [-0.1603, -0.0640, -0.3208], [0.4519, -0.2335, 0.1465], [-0.2109, 0.0104, -0.3878], [1.1317, 0.1855, -0.4688], [-0.5238, 0.3403, -0.4999], [-0.2924, 0.2636, -0.0475], [0.7365, -0.5609, 0.6297], [0.6130, 0.3835, -0.5894], [0.1917, -0.1163, -0.6484], [0.1683, 0.3304, -0.0410], [0.5710, 2.3642, 2.7608], [0.0674, 0.0346, -0.1884], [-0.1787, 0.0367, 0.6072], [0.0397, -0.2454, 0.1007], [-0.6799, -1.1546, -0.0296], [0.2994, -0.3492, -0.1473], [-0.2017, -0.0563, 0.2201], [-0.0181, -0.3155, 0.2027], [0.1929, 0.1082, -0.0654]]}

=====

No. 3
{"formula": "C13H16F6N3O8S6W", "method": "the ωB97M-V functional and the def2-TZVPD basis", "homo_ha": -0.6847, "spin_multiplicity": 1, "energy_ha": -4325.50887, "max_force_ev_per_a": 2.8, "relative_energy_ev": 0.784, "orbital_gap_ha": 0.2325, "charge": 3, "elements": ["W", "C", "N", "C", "C", "O", "C", "O", "C", "C", "O", "N", "C", "C", "H", "H", "H", "H", "H", "H", "H", "H", "H", "H", "H", "H", "H", "H", "H", "H", "O", "C", "S", "C", "C", "S", "S", "S", "F", "C", "F", "F", "S", "O", "O", "N", "S", "O", "O", "C", "F", "F", "F"], "positions_angstrom": [[-0.789, 0.665, -0.281], [4.174, 2.042, -2.244], [2.719, 1.844, -2.256], [2.059, 2.478, -3.401], [2.063, 1.213, -1.336], [0.757, 1.129, -1.421], [2.766, 0.541, -0.168], [1.892, -0.221, 0.642], [1.943, -1.640, 0.543], [0.688, -2.172, -0.129], [-0.145, -1.297, -0.568], [0.471, -3.443, -0.276], [1.391, -4.500, 0.146], [-0.738, -3.940, -0.931], [4.536, 1.902, -3.261], [4.675, 1.336, -1.589], [4.377, 3.064, -1.921], [2.431, 1.992, -4.303], [2.343, 3.529, -3.406], [0.982, 2.368, -3.328], [3.206, 1.329, 0.460], [3.591, -0.071, -0.553], [2.032, -2.043, 1.557], [2.819, -1.973, -0.027], [2.274, -4.101, 0.633], [1.689, -5.065, -0.737], [0.863, -5.156, 0.835], [-1.421, -3.118, -1.129], [-1.200, -4.674, -0.274], [-0.445, -4.423, -1.864], [-0.936, 2.925, 6.328], [-0.846, 2.538, 5.235], [-1.457, 0.876, 4.709], [-0.941, 0.970, 3.107], [-0.221, 2.244, 2.691], [0.317, 2.363, 1.137], [-0.050, 3.457, 3.882], [-1.147, -0.249, 1.978], [-4.107, -1.689, -2.478], [-4.059, -0.392, -2.764], [-3.479, -0.219, -3.941], [-5.278, 0.117, -2.765], [-3.104, 0.547, -1.469], [-1.700, 0.644, -2.184], [-2.627, -0.457, -0.389], [-1.994, 2.034, -0.060], [-2.590, 3.541, -0.549], [-3.244, 3.348, -1.760], [-3.169, 4.132, 0.592], [-1.020, 4.509, -0.983], [-0.094, 3.648, -1.515], [-0.482, 5.079, 0.078], [-1.308, 5.418, -1.869]], "atomic_forces_ev_per_a": [[-2.5631, 1.0009, -0.6476], [0.1588, -0.1039, 0.0826], [-0.2840, -0.2090, 0.3401], [-0.2823, 0.0509, -0.1539], [-0.2295, -0.0966, -0.3037], [0.0804, 0.1098, 0.3771], [0.3594, -0.0767, 0.1539], [-0.2270, 0.0918, -0.2675], [0.3214, -0.1035, 0.0357], [-0.0659, 0.2729, -0.1247], [-0.0450, -0.0170, 0.1380], [0.0301, 0.3592, 0.0601], [0.1807, 0.0100, 0.0552], [-0.2616, 0.0443, -0.2035], [0.0182, 0.0313, 0.0765], [0.0245, 0.0569, -0.0014], [0.0584, -0.0456, -0.0307], [-0.0323, 0.0623, -0.0291], [-0.0495, 0.0092, -0.0755], [0.1122, 0.0417, -0.0810], [-0.0239, -0.1701, -0.0728], [-0.1316, 0.0640, 0.0906], [-0.0191, 0.0730, -0.1136], [-0.0481, 0.0833, 0.0923], [0.0185, -0.0120, 0.0091], [0.0116, -0.0328, 0.0578], [0.0450, -0.0411, -0.0052], [0.0299, -0.1423, 0.0037], [-0.0536, -0.0139, -0.0342], [-0.0854, -0.0076, 0.0142], [-0.1091, 0.0707, 0.0912], [0.2446, -0.2413, -0.3596], [-0.0747, -0.2236, -0.3055], [0.4922, 0.7688, -0.2013], [-0.4511, -0.7194, 0.2393], [0.8890, 0.4473, 1.2989], [0.0644, -0.0162, -0.4111], [-0.2867, -0.1723, 0.6887], [0.1247, 0.3591, 0.1239], [-0.5081, -1.2473, -0.9061], [-0.1238, 0.1537, 0.4033], [0.3412, 0.0147, 0.1171], [-0.2966, -0.3858, -1.2579], [0.1305, -0.0133, 0.6282], [0.2771, 0.0559, 0.5154], [2.6495, -0.4628, -0.4608], [0.8343, 0.4764, 1.8226], [-0.8604, -0.3115, -1.9186], [0.0783, 0.2037, 0.3440], [0.6361, -0.1149, -0.3255], [-0.6445, 0.4342, 0.2924], [-0.1845, -0.1796, 0.1696], [-0.2698, -0.1856, -0.0309]]}

=====

No. 4
{"formula": "C4H2AuO2", "method": "the ωB97M-V functional and the def2-TZVPD basis", "homo_ha": [-0.9909, -0.9840], "spin_multiplicity": 3, "energy_ha": -437.90526, "max_force_ev_per_a": 3.5, "relative_energy_ev": 0.861, "orbital_gap_ha": [0.3532, 0.2275], "charge": 3, "elements": ["O", "C", "H", "C", "C", "H", "C", "O", "Au"], "positions_angstrom": [[0.990, -0.050, 1.352], [1.237, 0.925, 0.664], [1.270, 1.937, 1.101], [0.888, 0.913, -0.780], [0.363, 0.074, -1.528], [0.117, 1.240, -2.096], [-3.001, -1.512, 0.323], [-1.879, -1.626, 0.465], [0.016, -1.901, 0.497]], "atomic_forces_ev_per_a": [[0.3903, -0.4059, -1.1417], [-1.9574, 2.4785, 1.2861], [1.1990, 0.0212, 0.5636], [0.3076, -2.8994, -0.2187], [-0.1436, 1.7753, -1.5476], [0.1497, -0.3967, 0.3799], [-3.1101, 0.2016, -0.2459], [-0.1131, 0.2591, 0.2255], [3.2778, -1.0337, 0.6989]]}

=====

No. 5
{"formula": "C5H12NS", "method": "the ωB97M-V functional and the def2-TZVPD basis", "homo_ha": -0.4507, "spin_multiplicity": 1, "energy_ha": -650.27814, "max_force_ev_per_a": 4.1, "relative_energy_ev": 3.717, "orbital_gap_ha": 0.3109, "charge": 1, "elements": ["C", "C", "C", "C", "C", "N", "S", "H", "H", "H", "H", "H", "H", "H", "H", "H", "H", "H", "H"], "positions_angstrom": [[-0.092, 1.127, 2.248], [-1.479, -0.215, -0.410], [0.715, -1.376, 0.299], [0.545, 1.117, 0.300], [0.046, -0.107, -0.343], [0.617, -0.168, -1.790], [-1.614, 1.138, 2.538], [0.548, 1.177, 3.103], [-1.900, -0.946, -1.009], [-1.660, -0.314, 0.625], [-1.991, 0.633, -0.769], [1.782, -1.262, 0.028], [0.427, -1.302, 1.349], [0.245, -2.127, -0.195], [0.054, 1.999, -0.174], [1.618, 1.181, 0.270], [1.427, 0.511, -1.777], [-0.203, 0.116, -2.288], [0.916, -1.181, -2.004]], "atomic_forces_ev_per_a": [[0.8225, 0.1187, -3.3031], [2.0570, 0.8856, 0.5929], [0.1266, 4.0602, 0.3734], [-1.6363, 1.5780, 2.5931], [0.2759, -2.2986, 0.1168], [1.2855, -0.6415, 1.0791], [-1.5000, 0.1703, 0.2896], [1.4699, 0.0090, -0.2733], [-0.2970, -2.3472, -0.8361], [-1.2237, -0.4426, 0.8463], [-0.2085, 1.7253, -0.1068], [-0.3618, -0.5777, 0.8840], [0.6888, -0.6313, -0.0225], [-0.9715, -2.9898, -1.0119], [0.4677, -0.2614, 0.7981], [0.4940, 0.1388, 0.3019], [-1.0716, -1.0061, -0.8685], [0.1133, 0.3934, -1.4644], [-0.5307, 2.1170, 0.0114]]}

=====

No. 6
{"formula": "C6H7FO", "method": "the ωB97M-V functional and the def2-TZVPD basis", "homo_ha": -0.3524, "spin_multiplicity": 1, "energy_ha": -407.82888, "max_force_ev_per_a": 4.2, "relative_energy_ev": 2.442, "smiles": "C=C[C@@H]1O[C@@H]1/C=C\\F", "orbital_gap_ha": 0.3911, "elements": ["C", "C", "C", "O", "C", "C", "C", "F", "H", "H", "H", "H", "H", "H", "H"], "positions_angstrom": [[2.033, -2.276, -0.027], [1.621, -1.286, 0.749], [0.188, -0.979, 1.070], [-0.810, -1.328, 0.096], [-0.650, -0.005, 0.459], [-0.112, 0.875, -0.654], [-0.570, 2.043, -1.099], [-1.592, 2.676, -0.474], [3.095, -2.434, -0.133], [1.372, -2.953, -0.479], [2.358, -0.613, 1.190], [-0.077, -1.209, 2.126], [-1.501, 0.459, 1.013], [0.730, 0.459, -1.200], [-0.227, 2.605, -2.010]], "atomic_forces_ev_per_a": [[0.7519, 0.7897, 0.8792], [-0.3016, 0.6627, -0.1320], [0.7792, -1.5024, 1.4440], [0.0259, -1.4012, 0.2614], [-1.0050, 3.8549, -1.2584], [0.0159, -0.0236, -0.1293], [0.1130, -0.0171, -0.2866], [0.0937, -0.0661, -0.1866], [0.0680, -0.0745, -0.2089], [-0.8518, -0.7645, -0.6286], [-0.1754, -0.1675, 0.0929], [0.0896, -0.0935, -0.7662], [0.7814, -0.4900, -0.2598], [-0.1351, 0.0018, -0.0319], [-0.2496, -0.7086, 1.2109]]}

=====

No. 7
{"formula": "C20H16CdN5O6S", "method": "the ωB97M-V functional and the def2-TZVPD basis", "homo_ha": -0.1682, "spin_multiplicity": 1, "energy_ha": -2063.03014, "max_force_ev_per_a": 4.5, "relative_energy_ev": 0.843, "orbital_gap_ha": 0.2142, "charge": -1, "elements": ["Cd", "O", "C", "O", "C", "C", "C", "N", "C", "C", "C", "O", "O", "H", "H", "H", "O", "C", "C", "C", "C", "C", "C", "N", "H", "H", "H", "H", "H", "H", "H", "S", "C", "N", "N", "C", "O", "C", "C", "C", "C", "N", "C", "H", "H", "H", "H", "H", "H"], "positions_angstrom": [[-5.223, -13.162, -9.888], [-9.588, -8.042, -7.672], [-8.385, -7.736, -7.528], [-7.747, -6.717, -7.267], [-7.654, -9.048, -7.839], [-6.462, -9.417, -7.207], [-5.702, -10.454, -7.758], [-6.122, -11.119, -8.860], [-7.246, -10.735, -9.491], [-8.101, -9.807, -8.935], [-7.630, -11.519, -10.708], [-8.558, -10.983, -11.364], [-7.075, -12.614, -11.013], [-6.078, -8.854, -6.354], [-4.808, -10.748, -7.285], [-9.130, -9.614, -9.379], [-3.029, -12.731, -9.004], [-2.047, -12.017, -9.873], [-2.591, -11.487, -11.118], [-1.713, -11.032, -12.192], [-2.314, -10.590, -13.354], [-3.701, -10.483, -13.420], [-4.435, -10.922, -12.339], [-3.909, -11.569, -11.320], [-2.605, -13.323, -8.330], [-1.177, -12.719, -10.065], [-1.578, -11.227, -9.201], [-0.679, -11.077, -12.015], [-1.727, -10.336, -14.208], [-4.149, -10.267, -14.360], [-5.536, -10.912, -12.326], [-3.986, -16.318, -6.531], [-4.904, -15.280, -7.420], [-5.641, -14.561, -8.075], [-2.304, -18.406, -9.918], [-2.500, -18.205, -11.272], [-1.936, -18.831, -12.156], [-3.396, -17.063, -11.594], [-3.702, -16.923, -12.981], [-4.517, -15.884, -13.426], [-5.017, -14.961, -12.501], [-4.808, -15.114, -11.176], [-4.013, -16.106, -10.734], [-1.669, -19.160, -9.598], [-2.877, -17.987, -9.184], [-3.218, -17.603, -13.679], [-4.704, -15.754, -14.506], [-5.629, -14.081, -12.777], [-3.970, -16.220, -9.658]], "atomic_forces_ev_per_a": [[-1.2057, 0.6573, 0.7434], [-1.0616, 1.7385, 0.5700], [-0.8446, -2.1219, -0.3884], [0.0502, 0.3215, 0.2310], [1.5141, 0.1262, -0.3146], [0.4176, -0.2077, -0.7084], [-2.3673, 0.2607, -0.6502], [1.3835, 0.1893, 0.3071], [0.2561, -1.0328, 1.4610], [-1.0482, 0.8097, -0.4641], [-2.7013, 1.8236, -1.3692], [1.2540, -0.9846, 0.3965], [1.2448, -0.8496, -0.0057], [-0.1814, -0.0596, -0.3062], [1.0334, -0.6016, 0.2766], [1.8194, -0.1253, 0.5874], [1.0202, 0.2082, -0.7747], [2.0004, -1.6072, 3.5269], [-0.0353, 0.2326, -3.0799], [-2.6829, -0.4036, 1.9843], [-0.1272, -0.1645, 0.6191], [0.7659, -0.5316, 0.3552], [-1.6484, -0.5520, -1.0738], [1.1673, 0.4989, 1.7257], [-0.2958, 0.8799, -1.0513], [-1.0215, 0.6094, -0.0531], [-0.7457, -0.4847, -1.0422], [1.2789, 0.0306, -0.0936], [0.3935, 0.1587, -0.4122], [-0.5399, 0.6476, -0.2976], [0.4833, 0.0333, -0.2723], [-0.0923, 0.3553, -0.4722], [-2.6220, 2.1774, -2.1177], [3.1392, -2.3910, 2.0926], [0.5076, -0.8804, -0.0734], [0.6401, -0.0409, 1.5575], [-0.2326, 0.0957, 0.6435], [-1.7823, 1.5912, -1.6026], [0.2836, 0.4442, 0.9759], [0.1340, 0.3058, -0.2130], [-0.0807, -0.3020, 0.2897], [0.8527, -0.0112, -0.6099], [-0.0574, -1.2481, -0.8650], [-0.7992, 0.8562, -0.6484], [0.2262, -0.0461, -0.5536], [-0.2517, 0.0466, 0.1756], [0.0131, -0.0658, 0.7610], [0.3362, -0.6685, 0.0905], [0.2099, 0.2822, 0.1434]]}